# CH6OS2

A 2-piece molecular cluster, CH6OS2 overall in a non-equilibrium geometry (the ωB97M-V functional and the def2-TZVPD basis, the OMol25 dataset).

Element x y z (Å)
S -0.62 -0.67 3.35
H -0.40 0.85 -0.79
H -0.40 -1.45 2.28
O -0.26 0.18 -1.44
S -2.21 0.41 2.40
H 1.66 -0.38 -0.92
H 1.51 1.21 -1.69
H 1.27 -0.33 -2.67
C 1.16 0.18 -1.72
H -1.72 -0.01 1.21

Properties
**Total charge**: 0
**SMILES string**: CO.SS
**Relative energy (zero: lowest compared OMol25 entry of this formula, charge and spin)**: 23.4 kcal/mol
**Frontier orbital gap**: 8.80 eV
**Highest occupied orbital energy**: -8.7 eV
**Total energy**: -24851.21256 eV